[1]
DFT (ωB97M-V/def2-TZVPD) results for a structure of composition C27H54AlN4O17S in a non-equilibrium geometry.

```
104
C27H54AlN4O17S ωB97M-V/def2-TZVPD
N -0.61 4.29 2.60
C -2.07 4.45 2.62
C -2.81 3.60 1.58
C -2.86 2.11 1.92
Al -3.57 0.92 0.42
C -4.76 1.99 -0.84
C -6.03 2.37 -0.06
C -7.00 3.22 -0.88
C -8.26 3.77 -0.18
S -8.61 3.11 1.46
C -9.86 1.97 1.10
N -10.80 1.99 0.21
N -11.53 0.82 0.39
C -10.99 0.22 1.39
O -9.92 0.87 1.90
C -2.07 -0.10 -0.50
C -1.61 -1.21 0.48
C -2.66 -2.28 0.59
N -2.84 -2.87 1.84
O -3.30 -2.66 -0.35
H -0.36 3.46 3.11
H -0.31 4.13 1.64
H -2.28 5.50 2.41
H -2.43 4.21 3.61
H -3.82 4.00 1.51
H -2.35 3.78 0.61
H -1.89 1.78 2.31
H -3.56 1.99 2.75
H -4.56 -0.18 1.12
H -4.27 2.91 -1.19
H -5.04 1.37 -1.69
H -5.73 2.89 0.85
H -6.52 1.44 0.23
H -6.44 4.06 -1.29
H -7.30 2.61 -1.74
H -8.14 4.83 -0.02
H -9.13 3.66 -0.81
H -11.29 -0.71 1.85
H -2.33 -0.54 -1.46
H -1.22 0.57 -0.69
H -1.50 -0.70 1.44
H -0.66 -1.64 0.18
H -2.69 -2.20 2.58
H -3.81 -3.15 1.87
C 3.27 -4.58 -3.99
O 2.31 -4.23 -2.99
C 1.18 -3.70 -3.49
O 0.96 -3.51 -4.65
O 0.38 -3.43 -2.47
C -0.87 -2.83 -2.84
H 4.13 -4.98 -3.46
H 2.88 -5.33 -4.67
H 3.58 -3.69 -4.55
H -1.44 -3.49 -3.48
H -0.71 -1.87 -3.33
H -1.43 -2.65 -1.92
C 8.20 -2.76 -8.18
O 7.38 -3.14 -7.07
C 7.14 -2.15 -6.21
O 7.55 -1.02 -6.30
O 6.37 -2.62 -5.24
C 6.01 -1.66 -4.24
H 8.32 -3.66 -8.78
H 7.73 -1.98 -8.76
H 9.18 -2.43 -7.83
H 5.44 -0.84 -4.67
H 6.89 -1.27 -3.74
H 5.39 -2.18 -3.52
C 4.74 4.96 -0.63
O 3.87 4.68 0.47
C 3.61 5.72 1.25
O 4.04 6.84 1.10
O 2.79 5.33 2.22
C 2.41 6.35 3.14
H 4.86 4.03 -1.17
H 4.30 5.71 -1.28
H 5.71 5.31 -0.27
H 1.88 7.15 2.63
H 3.29 6.75 3.65
H 1.75 5.88 3.85
C -3.08 -5.54 3.98
O -3.73 -5.97 5.18
C -4.07 -4.98 6.00
O -3.87 -3.81 5.82
O -4.67 -5.51 7.07
C -5.09 -4.54 8.03
H -2.86 -6.44 3.41
H -3.73 -4.90 3.40
H -2.16 -5.02 4.21
H -5.82 -3.85 7.59
H -4.24 -3.98 8.42
H -5.56 -5.10 8.84
C 9.61 -2.07 -2.38
O 10.22 -1.81 -1.12
C 9.64 -0.81 -0.45
O 8.71 -0.16 -0.83
O 10.29 -0.66 0.71
C 9.76 0.39 1.53
H 10.16 -2.90 -2.82
H 8.57 -2.36 -2.26
H 9.68 -1.20 -3.04
H 8.73 0.19 1.80
H 9.84 1.35 1.03
H 10.37 0.39 2.43
```

E_HOMO: -5.039 eV
Net charge: -1

=====

[2]
DFT (ωB97M-V/def2-TZVPD) results for a cluster of 9 separate species, C27H54Br6N6O3 in total in a non-equilibrium geometry.

```
96
C27H54Br6N6O3 ωB97M-V/def2-TZVPD
C -7.49 -1.89 -0.51
O -7.98 -3.06 -0.32
N -6.31 -1.57 0.06
C -5.97 -0.14 0.10
C -5.57 -2.48 0.98
H -7.93 -1.04 -1.06
H -6.25 0.44 -0.78
H -4.93 0.05 0.35
H -6.58 0.05 0.99
H -4.56 -2.35 0.58
H -5.48 -2.30 2.05
H -5.67 -3.56 0.81
C 3.51 -1.30 -1.84
O 4.46 -0.55 -1.45
N 3.09 -2.39 -1.23
C 2.02 -3.22 -1.78
C 3.50 -2.86 0.14
H 2.91 -1.01 -2.72
H 1.67 -3.82 -0.94
H 2.29 -3.76 -2.69
H 1.18 -2.63 -2.17
H 4.17 -2.15 0.63
H 2.60 -2.97 0.73
H 4.01 -3.81 0.02
C -3.60 4.02 -2.09
O -4.55 4.21 -2.87
N -2.86 2.86 -2.15
C -1.63 2.91 -1.40
C -3.12 1.83 -3.10
H -3.24 4.65 -1.26
H -1.04 2.01 -1.58
H -1.81 3.08 -0.34
H -0.98 3.72 -1.75
H -3.03 0.86 -2.61
H -4.18 1.87 -3.35
H -2.45 2.02 -3.95
C -1.25 -4.05 -1.36
C -2.78 -3.78 -1.67
C -3.06 -3.19 -3.08
C -2.23 -3.62 -4.17
N -1.63 -3.98 -5.06
H -0.71 -4.64 -2.10
H -1.30 -4.85 -0.61
H -0.63 -3.26 -0.94
H -3.22 -3.28 -0.82
H -3.41 -4.67 -1.78
H -3.20 -2.11 -3.14
H -4.11 -3.44 -3.21
C 2.74 2.54 -4.77
C 3.14 3.69 -3.70
C 3.38 3.19 -2.26
C 2.37 2.19 -1.74
N 1.68 1.37 -1.24
H 3.22 1.56 -4.70
H 3.00 2.91 -5.76
H 1.67 2.33 -4.80
H 2.41 4.50 -3.79
H 4.05 4.16 -4.05
H 3.20 4.05 -1.61
H 4.39 2.81 -2.14
C 6.61 3.48 1.60
C 5.38 2.53 1.42
C 5.63 1.15 1.86
C 4.49 0.37 2.28
N 3.54 -0.19 2.62
H 6.36 4.41 1.09
H 7.49 3.04 1.13
H 6.94 3.83 2.58
H 5.11 2.47 0.37
H 4.55 2.84 2.06
H 6.31 1.08 2.70
H 6.20 0.66 1.08
Br 0.23 3.47 3.13
C -0.96 4.34 4.43
C -2.33 3.80 4.10
Br -2.46 1.85 4.35
H -0.99 5.40 4.18
H -0.71 4.13 5.47
H -2.58 4.04 3.07
H -3.09 4.23 4.75
Br -2.35 -0.40 0.27
C -0.71 0.18 1.23
C -0.08 -1.08 1.95
Br -1.17 -1.38 3.63
H -1.01 0.98 1.90
H -0.05 0.43 0.40
H 0.95 -0.79 2.19
H -0.12 -2.00 1.37
Br 2.38 -3.94 6.83
C 1.40 -3.13 5.29
C 1.51 -4.03 4.02
Br 3.39 -4.29 3.54
H 1.84 -2.17 5.02
H 0.38 -2.93 5.60
H 0.94 -3.58 3.21
H 1.02 -4.97 4.27
```

Multiplicity: 2
E_HOMO (alpha / beta): -10.911 / -10.911 eV
Net charge: +1